Entry 1:
{"formula": "C6H5NO", "method": "wB97M-V/def2-TZVPD", "e_tot_ha": -361.44133, "homo_energy_ev": -9.45, "smiles": "N#CC1=C[C@H]2C[C@H]2O1", "e_above_lowest_kcal_mol": 89.66, "symbols": ["N", "C", "C", "C", "C", "C", "C", "O", "H", "H", "H", "H", "H"], "positions_angstrom": [[1.575, -1.719, 2.964], [1.210, -1.263, 1.916], [0.690, -1.025, 0.511], [-0.627, -0.765, 0.529], [-1.079, 0.259, -0.495], [-0.286, 1.463, -0.444], [0.372, 0.423, -1.131], [1.332, -0.148, -0.423], [-1.435, -1.580, 1.014], [-1.710, -0.160, -1.223], [-0.704, 2.105, -1.244], [0.235, 1.866, 0.383], [0.428, 0.543, -2.356]]}

Entry 2:
{"formula": "C26H20N11OsSi", "method": "wB97M-V/def2-TZVPD", "e_tot_ha": -1984.95146, "homo_energy_ev": [-11.79, -11.93], "e_above_lowest_kcal_mol": 6.34, "total_charge": 1, "symbols": ["Os", "N", "C", "N", "N", "N", "N", "C", "N", "N", "N", "N", "H", "N", "C", "C", "C", "C", "N", "C", "C", "H", "H", "H", "H", "C", "C", "C", "C", "C", "C", "Si", "C", "C", "C", "C", "C", "C", "C", "C", "C", "C", "C", "C", "H", "H", "H", "H", "H", "H", "H", "H", "H", "H", "H", "H", "H", "H", "H"], "positions_angstrom": [[-0.833, -0.895, -0.226], [-0.259, -4.138, -1.314], [0.405, -3.707, -0.196], [1.265, -4.422, 0.491], [1.691, -3.599, 1.463], [1.115, -2.454, 1.388], [0.281, -2.474, 0.320], [-1.071, -3.332, -2.032], [-1.743, -3.661, -3.100], [-2.421, -2.528, -3.448], [-2.201, -1.571, -2.654], [-1.295, -2.021, -1.701], [-0.120, -5.089, -1.623], [-4.095, -0.381, 6.406], [-3.578, -0.433, 5.383], [-2.928, -0.493, 4.101], [-3.669, -0.321, 2.933], [-3.009, -0.353, 1.728], [-1.685, -0.584, 1.646], [-0.969, -0.767, 2.769], [-1.560, -0.710, 4.016], [-4.736, -0.152, 2.967], [-3.535, -0.182, 0.797], [0.086, -0.975, 2.643], [-0.959, -0.849, 4.903], [-3.359, 2.576, -1.196], [-2.757, 2.667, 0.058], [-1.511, 2.112, 0.264], [-0.823, 1.459, -0.785], [-1.470, 1.360, -2.037], [-2.722, 1.918, -2.238], [0.922, 0.718, -0.691], [1.840, 1.196, 0.831], [1.649, 2.493, 1.338], [2.364, 2.935, 2.440], [3.274, 2.087, 3.057], [3.484, 0.807, 2.559], [2.783, 0.366, 1.450], [1.878, 0.462, -2.227], [1.465, -0.367, -3.278], [2.249, -0.497, -4.410], [3.452, 0.193, -4.505], [3.877, 1.010, -3.468], [3.098, 1.142, -2.329], [-4.335, 3.015, -1.358], [-3.264, 3.171, 0.871], [-1.050, 2.185, 1.241], [-0.980, 0.854, -2.859], [-3.197, 1.837, -3.206], [0.960, 3.174, 0.854], [2.216, 3.940, 2.811], [3.830, 2.428, 3.920], [4.203, 0.152, 3.033], [2.958, -0.634, 1.076], [0.535, -0.919, -3.208], [1.928, -1.142, -5.217], [4.065, 0.087, -5.391], [4.817, 1.539, -3.543], [3.443, 1.771, -1.516]]}

Entry 3:
{"formula": "C6H14NO", "method": "wB97M-V/def2-TZVPD", "e_tot_ha": -366.58636, "homo_energy_ev": [-12.52, -12.52], "e_above_lowest_kcal_mol": 113.50, "total_charge": 1, "symbols": ["C", "C", "C", "C", "C", "C", "N", "O", "H", "H", "H", "H", "H", "H", "H", "H", "H", "H", "H", "H", "H", "H"], "positions_angstrom": [[0.715, 0.483, -0.290], [-2.338, -0.870, 1.046], [-2.599, 0.811, -1.010], [3.181, 0.527, -0.235], [1.780, -1.176, 0.888], [-2.084, -0.352, -0.341], [1.815, -0.110, -0.002], [0.673, 1.573, -1.049], [-2.875, -1.828, 0.926], [-1.387, -1.092, 1.527], [-3.056, -0.324, 1.699], [-3.231, 0.614, -1.937], [-3.271, 1.534, -0.473], [-1.760, 1.368, -1.504], [3.825, -0.177, -0.771], [3.725, 0.898, 0.627], [2.822, 1.317, -0.926], [2.557, -1.975, 0.649], [0.774, -1.605, 0.773], [2.020, -0.829, 1.984], [-1.126, -0.740, -0.540], [-0.160, 1.954, -1.041]]}

Entry 4:
{"formula": "C2H7F5NNbO4PS", "method": "wB97M-V/def2-TZVPD", "e_tot_ha": -1731.67225, "homo_energy_ev": -3.64, "total_charge": -1, "symbols": ["N", "P", "O", "O", "Nb", "S", "O", "O", "C", "F", "F", "C", "F", "F", "F", "H", "H", "H", "H", "H", "H", "H"], "positions_angstrom": [[3.876, 0.191, 0.942], [3.046, -0.162, -0.328], [2.911, -1.798, -0.446], [3.762, 0.346, -1.721], [0.673, 0.815, -0.204], [-1.852, 1.286, 0.035], [-1.986, 1.890, 1.347], [-2.318, 2.206, -0.978], [-2.894, -0.280, 0.016], [-2.613, -0.986, -1.058], [-4.191, 0.026, -0.087], [-2.775, -1.172, 1.267], [-3.646, -2.176, 1.126], [-1.604, -1.705, 1.421], [-3.131, -0.539, 2.338], [4.707, 0.711, 0.662], [2.112, -1.981, -0.966], [3.262, -0.062, -2.444], [0.630, 0.195, 1.514], [0.123, -0.768, -0.939], [0.766, 1.493, -1.900], [1.141, 2.470, 0.401]]}

- What is the formula in the third record?
  C6H14NO